Density functional theory data (ωB97M-V with the def2-TZVPD basis set) for a 3-piece molecular cluster, C16H30O7S overall.

Calculated total energy (hartree): -1552.4008
Kohn-Sham gap (Ha): 0.349
LUMO level (eV): 0.5
Molecular weight (g mol⁻¹): 366.5
Largest force on an atom (eV/A): 0.72

ORCA input file:
```
! wB97M-V def2-TZVPD RIJCOSX def2/J DEFGRID3
* xyz 0 1
O 1.470 -0.848 -1.835
S 1.824 -2.245 -1.865
O 2.960 -2.341 -3.025
O 0.742 -3.043 -2.750
C 0.052 -4.077 -2.029
C -1.474 -3.831 -1.999
C -1.843 -2.390 -2.272
C -2.174 -1.964 -3.560
C -2.454 -0.625 -3.796
C -2.392 0.283 -2.747
C -2.069 -0.131 -1.461
C -1.807 -1.474 -1.224
H 3.571 -1.608 -2.876
H 0.248 -4.996 -2.570
H 0.453 -4.188 -1.026
H -1.858 -4.062 -1.011
H -1.955 -4.472 -2.727
H -2.189 -2.705 -4.345
H -2.704 -0.298 -4.790
H -2.602 1.325 -2.932
H -2.001 0.551 -0.630
H -1.548 -1.827 -0.238
C 0.077 2.651 0.096
O -1.188 3.201 0.423
C -1.113 4.310 1.304
C -1.282 5.619 0.567
O -0.196 5.872 -0.309
C -0.489 5.592 -1.665
H -0.075 1.928 -0.704
H 0.775 3.417 -0.250
H 0.505 2.131 0.960
H -0.164 4.306 1.848
H -1.923 4.206 2.033
H -1.314 6.436 1.296
H -2.228 5.619 0.018
H -1.196 6.325 -2.068
H -0.900 4.587 -1.788
H 0.443 5.662 -2.223
C 1.956 -0.365 1.794
O 0.868 -1.185 2.188
C 1.205 -2.558 2.282
C 1.410 -2.988 3.717
O 2.554 -2.374 4.288
C 2.243 -1.285 5.138
H 1.643 0.672 1.901
H 2.836 -0.535 2.419
H 2.209 -0.545 0.744
H 2.100 -2.777 1.693
H 0.371 -3.130 1.860
H 1.571 -4.071 3.744
H 0.517 -2.763 4.307
H 1.771 -1.636 6.061
H 1.584 -0.566 4.645
H 3.180 -0.790 5.391
*
```